[1]
DFT (ωB97M-V with the def2-TZVPD basis set) results for a 5-piece molecular cluster, C5H17NO4 overall in a non-equilibrium geometry.

CARTESIAN COORDINATES (ANGSTROEM)
C: -1.23618 0.65114 -1.06934
N: 1.59616 0.65395 -1.32703
C: 0.89227 0.11171 -0.20309
C: -0.40560 0.02794 0.06258
C: -1.08326 -0.73232 1.14938
C: -1.62311 -0.16755 2.21060
H: -1.47843 1.64026 -0.86111
H: -2.23446 0.10008 -1.06906
H: -0.68626 0.42510 -2.06104
H: 0.98622 1.04838 -2.07485
H: 2.10667 1.44889 -1.02207
H: 1.53072 -0.48718 0.61743
H: -1.08774 -1.79326 0.92971
H: -1.73980 0.83448 2.53032
H: -2.26666 -0.90124 2.70852
H: -0.18933 2.81117 1.08792
H: -1.55805 2.65283 1.73080
O: -1.13586 2.93805 0.89720
H: 1.53218 -1.94470 -0.37326
H: 1.82603 -1.28414 -1.82645
O: 1.91536 -2.01137 -1.19509
H: 1.54326 -0.98217 2.34377
H: 0.85556 0.02067 3.18879
O: 1.44425 -0.05643 2.43368
H: -0.50941 -1.75490 -2.61038
H: 0.87365 -1.87375 -3.05883
O: 0.13183 -1.37562 -3.13910

Summary:
Net charge   0
LUMO level   0.015 Ha
Electronic energy   -556.2766 Ha
Gap between HOMO and LUMO   9.0 eV
ΔE to the lowest compared entry with this formula, charge and spin   98.9 kcal/mol
Multiplicity   1

=====

[2]
DFT (ωB97M-V with the def2-TZVPD basis set) results for a 4-piece molecular cluster, C5H17NO5 overall in a non-equilibrium geometry.

CARTESIAN COORDINATES (ANGSTROEM)
O: -0.49768 1.10294 1.95263
C: -0.50601 -0.09583 1.86537
C: -1.17217 -1.02150 0.87327
C: -0.08745 -1.41034 -0.17858
C: 1.19194 -2.13248 0.17151
C: 2.21923 -1.09357 0.78500
O: 1.64284 0.19435 0.49106
N: -2.25058 -0.17652 0.29620
H: -0.06418 -0.62678 2.66658
H: -1.66546 -1.99242 1.11999
H: -0.57596 -1.91077 -1.02291
H: 0.25751 -0.53032 -0.65221
H: 1.17019 -3.02023 0.94406
H: 1.50779 -2.50642 -0.79225
H: 3.26467 -1.26037 0.33749
H: 2.33356 -1.27717 1.95268
H: 1.99641 0.74472 -0.30531
H: -1.95472 0.78128 0.10491
H: -2.90867 -0.63369 -0.32288
H: -1.16777 0.41817 -1.78543
H: -1.35923 1.99223 -2.15281
O: -1.07740 1.13654 -2.48636
H: -1.94920 2.87298 0.37274
H: -0.59477 2.15576 0.77150
O: -1.22013 2.34987 -0.06820
H: 1.13082 1.70671 -2.40540
H: 0.77954 2.37747 -1.02692
O: 1.55689 1.85539 -1.50570

Summary:
Net charge   0
LUMO level   0.022 Ha
Electronic energy   -631.5672 Ha
Gap between HOMO and LUMO   9.5 eV
ΔE to the lowest compared entry with this formula, charge and spin   81.8 kcal/mol
Multiplicity   1

=====

[3]
DFT (ωB97M-V with the def2-TZVPD basis set) results for a 4-piece molecular cluster, C5H18N2O4 overall in a non-equilibrium geometry.

CARTESIAN COORDINATES (ANGSTROEM)
C: 0.89581 -1.79862 -0.13231
N: 0.61503 -0.50622 0.08444
C: 1.72062 0.42298 0.06854
C: 2.49360 0.48283 -1.25047
C: -0.74305 -0.02668 -0.02329
C: -1.16643 0.33397 -1.45106
N: -2.41736 1.11692 -1.32344
O: 0.03837 -2.65760 -0.28385
H: 1.96792 -2.05149 -0.14789
H: 2.38147 0.20831 0.90500
H: 1.31197 1.41904 0.23610
H: 2.86659 -0.49655 -1.57073
H: 3.45459 0.99524 -1.11928
H: 1.85930 0.96250 -1.96669
H: -1.39523 -0.81861 0.30906
H: -0.89450 0.81654 0.63854
H: -0.33401 0.89164 -1.86084
H: -1.22685 -0.58109 -2.04392
H: -2.99172 0.54258 -0.74270
H: -2.83167 1.22586 -2.23132
H: -2.09743 -3.06850 2.93151
H: -1.88094 -2.31415 1.60036
O: -1.68950 -2.28971 2.54778
H: -0.07248 -1.25760 2.49958
H: 0.67245 -0.56234 3.72066
O: 0.76603 -0.94066 2.84635
H: -0.17591 3.64243 -0.10191
H: -1.01691 3.00256 -1.13248
O: -0.10978 3.30640 -1.00573

Summary:
Net charge   0
LUMO level   0.022 Ha
Electronic energy   -611.7759 Ha
Gap between HOMO and LUMO   9.7 eV
ΔE to the lowest compared entry with this formula, charge and spin   27.2 kcal/mol
Multiplicity   1

=====

Question: The lowest electronic energy belongs to which entry?
Answer: C5H17NO5